1.
11
Properties=species:S:1:pos:R:3:forces:R:3:lowdin_charge:R:1 method="wB97M-V/def2-TZVPD" spin_multiplicity=1 e_homo_ev=2.48 orbital_gap_ev=1.66 e_tot_ha=-1422.2296 total_charge=-3 e_above_lowest_kj_mol=373.3
Rb -1.53728 3.93695 -37.01664 -0.971 0.399 0.052 0.8893
S -4.02341 8.12808 -37.17410 -1.223 2.159 1.514 0.0281
O -2.80269 8.05049 -37.97933 1.693 -0.976 -1.041 -0.4975
O -4.69050 6.84362 -37.01011 0.117 -2.363 -0.173 -0.4690
O -3.77891 8.76155 -35.88326 2.345 -0.546 3.232 -0.5001
O -4.95114 9.10723 -37.69118 -2.270 1.308 -3.538 -0.4852
S -4.93499 -1.32842 -36.01057 -1.360 -1.421 -1.190 0.0042
O -4.97877 -2.40496 -37.00430 0.668 -0.369 -3.698 -0.5136
O -4.90203 -2.11328 -34.83504 1.121 -1.823 6.177 -0.4817
O -3.76302 -0.45378 -36.10992 1.165 1.351 -0.637 -0.4972
O -6.21086 -0.62985 -36.00884 -1.285 2.281 -0.699 -0.4774

---

2.
13
Properties=species:S:1:pos:R:3:forces:R:3:lowdin_charge:R:1 method="wB97M-V/def2-TZVPD" spin_multiplicity=1 e_homo_ev=-9.38 orbital_gap_ev=10.31 e_tot_ha=-393.7871 total_charge=0 e_above_lowest_kj_mol=38.4
F 0.10565 -1.50519 -1.30167 -0.526 0.123 -0.840 0.0259
C 0.58882 -1.78626 -0.09961 1.517 -1.866 -0.451 -0.1818
C 0.24166 -1.13413 0.97924 0.452 0.713 1.093 -0.1066
C -0.66818 0.02298 1.09109 0.206 0.318 -2.071 -0.0797
C -0.74936 1.04052 0.18257 -0.923 -1.004 3.204 -0.0764
C 0.10841 1.27251 -0.95886 1.051 1.023 -1.864 -0.1987
F 0.26813 2.68229 -1.15367 -0.036 -0.806 0.296 -0.0895
H 1.30510 -2.66732 -0.15918 -0.985 1.334 0.301 0.1392
H 0.80098 -1.44369 1.86465 -0.462 -0.048 -0.022 0.1089
H -1.39091 -0.05440 1.88407 -0.056 0.362 0.323 0.0942
H -1.46143 1.82137 0.49761 0.306 -0.253 -0.798 0.1184
H 1.11634 0.84103 -0.89924 -0.184 0.120 0.452 0.1228
H -0.26521 0.91030 -1.92699 -0.359 -0.017 0.376 0.1233

---

3.
125
Properties=species:S:1:pos:R:3:forces:R:3:lowdin_spin:R:1 method="wB97M-V/def2-TZVPD" s2=2.0135 spin_multiplicity=3 e_homo_ev="-9.53 / -10.36" orbital_gap_ev="6.69 / 7.15" e_tot_ha=-6718.4060 total_charge=+1 e_above_lowest_kj_mol=105.2
W -0.03907 0.43316 -0.11724 0.786 1.406 -0.490 1.5479
O 0.51632 0.47605 1.71852 -0.378 0.204 -1.038 0.0933
C 1.30760 -0.03118 2.75397 -0.156 0.000 -0.132 0.0066
C 2.33722 -0.92307 2.05270 0.111 0.059 -0.137 -0.0008
C 1.85186 -1.89826 1.00624 -0.082 -0.178 -0.083 0.0047
C 2.16127 -3.23350 1.18273 -0.131 0.083 -0.224 -0.0005
C 1.95722 -4.13254 0.14391 -0.022 0.145 -0.072 0.0062
C 1.57242 -3.64100 -1.08568 0.016 0.237 0.227 -0.0003
C 1.26875 -2.28647 -1.22835 0.066 -0.369 0.221 0.0096
C 1.01190 -1.81163 -2.63516 -0.097 0.063 -0.104 0.0030
C 1.10330 -0.29321 -2.82780 0.148 0.149 0.412 0.0066
O 0.05790 0.19553 -2.01878 -0.020 -0.627 0.381 0.1009
C 2.47233 0.20814 -2.33232 -0.028 -0.040 0.007 0.0030
C 3.62747 -0.19921 -2.99185 0.110 -0.109 0.025 0.0004
C 4.89074 0.20108 -2.57366 -0.154 -0.021 -0.012 0.0004
C 5.03321 1.01301 -1.46216 -0.046 0.045 0.114 -0.0003
C 3.90248 1.39345 -0.75150 0.131 -0.123 -0.110 0.0002
C 2.65211 0.98238 -1.18544 -0.160 0.002 0.008 -0.0025
C 0.77382 0.08308 -4.27165 -0.026 -0.024 -0.003 -0.0009
C -0.52796 -0.16773 -4.69897 -0.049 -0.042 0.031 0.0003
C -0.92066 0.11044 -5.99473 0.004 0.060 0.008 0.0002
C -0.01323 0.65460 -6.89234 0.002 -0.036 0.033 -0.0003
C 1.27212 0.94111 -6.46801 -0.057 -0.009 -0.003 0.0000
C 1.66264 0.66396 -5.16478 0.029 0.082 0.032 -0.0003
N 1.28141 -1.46074 -0.15878 -0.012 0.071 0.183 0.0174
C 0.38833 -0.73901 3.73943 0.125 -0.160 0.031 0.0048
C 0.72614 -1.92826 4.37116 -0.136 0.054 0.017 0.0010
C -0.16410 -2.54115 5.24762 0.018 0.052 -0.053 0.0004
C -1.39414 -1.95986 5.50265 0.009 -0.005 -0.018 0.0001
C -1.72628 -0.75878 4.88755 -0.033 -0.017 0.031 0.0000
C -0.84306 -0.15042 4.01403 0.016 0.044 -0.022 0.0002
C 2.04414 1.13358 3.40791 0.155 -0.055 0.181 0.0006
C 2.40187 2.24219 2.65006 -0.115 0.058 -0.283 -0.0005
C 3.14504 3.26973 3.20548 0.043 0.003 0.067 0.0000
C 3.54946 3.19960 4.53154 -0.028 -0.040 -0.044 -0.0001
C 3.19016 2.10184 5.29590 0.001 0.012 -0.059 0.0000
C 2.44075 1.07558 4.73797 -0.011 0.008 0.003 -0.0001
H 2.92668 -1.47376 2.78306 0.042 0.025 0.002 -0.0003
H 3.03366 -0.24901 1.53601 -0.077 -0.043 0.084 0.0000
H 2.57999 -3.54916 2.12530 0.035 -0.073 0.034 -0.0001
H 2.16092 -5.18304 0.27899 0.045 -0.124 0.008 0.0004
H 1.51720 -4.27244 -1.95970 -0.004 -0.078 -0.017 -0.0001
H 0.00642 -2.12834 -2.93435 0.106 0.065 0.000 0.0003
H 1.72558 -2.33101 -3.28038 -0.028 0.020 0.017 0.0003
H 3.54393 -0.84714 -3.85365 0.005 -0.018 -0.059 0.0000
H 5.76174 -0.12466 -3.12183 0.067 -0.035 -0.051 0.0001
H 6.01303 1.33478 -1.13904 0.032 0.012 0.011 0.0000
H 3.99279 2.00364 0.13748 -0.014 0.015 0.017 0.0000
H 1.82541 1.37726 -0.57610 0.226 0.147 -0.353 0.0003
H -1.25628 -0.54230 -3.99166 0.004 0.023 0.035 0.0003
H -1.94328 -0.06939 -6.29545 -0.048 -0.031 -0.026 0.0000
H -0.31259 0.86864 -7.90765 -0.025 0.033 -0.068 0.0000
H 1.97866 1.39461 -7.14690 0.058 0.050 -0.054 0.0000
H 2.65774 0.94575 -4.85554 -0.001 -0.024 -0.012 0.0000
H 1.68082 -2.39825 4.19348 0.131 -0.044 -0.031 0.0000
H 0.10953 -3.47046 5.72789 0.008 -0.028 0.020 0.0001
H -2.08840 -2.43485 6.18076 -0.036 -0.018 0.042 0.0000
H -2.68110 -0.29391 5.09531 -0.036 0.019 0.006 0.0000
H -1.10682 0.77890 3.52138 -0.012 0.007 -0.012 -0.0001
H 2.06735 2.32501 1.61673 0.055 -0.023 0.182 -0.0001
H 3.40712 4.12763 2.60318 0.012 0.071 -0.041 0.0000
H 4.13649 3.99547 4.96439 0.028 0.072 0.036 0.0000
H 3.48915 2.04141 6.33132 0.027 -0.005 0.090 0.0000
H 2.15832 0.23339 5.35372 -0.027 -0.068 0.013 0.0000
C -5.21597 1.37988 -1.25131 -0.057 -0.081 0.044 -0.0017
C -4.29812 0.50697 -0.45066 0.368 -0.052 0.041 -0.0016
C -4.75328 -0.36760 0.52295 0.043 -0.026 -0.036 0.0267
C -3.86701 -1.22508 1.16558 0.095 0.203 -0.108 -0.0034
C -2.52223 -1.12134 0.88775 -0.398 0.008 -0.229 0.0292
Br -1.41595 -2.51880 1.45150 0.198 0.100 0.152 0.0126
N -2.04257 -0.15927 0.06741 0.048 -0.680 -0.043 0.0277
C -2.91588 0.55968 -0.65044 -0.582 0.230 0.091 0.0414
H -6.24096 1.27286 -0.90250 -0.039 0.001 0.001 0.0000
H -5.17487 1.11228 -2.30522 -0.010 -0.019 -0.057 -0.0006
H -4.92298 2.42483 -1.18140 0.028 0.055 0.009 -0.0005
H -5.80943 -0.42696 0.74984 -0.056 0.000 -0.009 0.0016
H -4.20283 -1.98958 1.84780 -0.060 -0.030 0.038 -0.0003
H -2.49975 1.19814 -1.42723 -0.057 0.069 0.221 0.0038
S -2.65157 2.57076 -3.30099 0.113 -0.010 -0.103 0.0024
P -1.16423 3.56030 -2.50824 0.054 0.072 -0.547 0.0110
S -0.20286 2.89107 -0.80851 -0.213 -0.481 1.265 0.0350
C 0.16600 3.87893 -3.70943 0.118 -0.143 -0.053 -0.0001
C 1.51186 3.69205 -3.41279 -0.085 0.075 -0.042 0.0014
C 2.48407 3.97038 -4.36408 -0.014 -0.007 0.030 0.0001
C 2.11619 4.42793 -5.61728 0.016 -0.005 -0.011 0.0001
C 0.77357 4.60398 -5.92342 0.020 0.013 -0.047 -0.0001
C -0.19712 4.32993 -4.97837 -0.099 -0.021 0.092 0.0000
C -1.67407 5.21633 -1.96547 0.029 0.024 0.140 0.0038
C -3.01753 5.56099 -1.93488 -0.025 -0.027 -0.004 0.0022
C -3.40596 6.80701 -1.45872 -0.013 -0.057 -0.046 -0.0001
C -2.45326 7.70587 -1.01297 0.071 0.042 0.024 0.0018
C -1.10437 7.36864 -1.05386 -0.058 0.054 0.002 -0.0002
C -0.71600 6.13042 -1.52780 0.052 -0.079 -0.042 0.0015
H 1.79965 3.33226 -2.43740 0.040 -0.030 0.090 0.0012
H 3.52802 3.82295 -4.12219 0.048 -0.002 0.021 0.0000
H 2.87239 4.64576 -6.35848 0.037 0.011 -0.040 0.0000
H 0.48318 4.95175 -6.90453 -0.019 0.027 -0.047 0.0000
H -1.24398 4.45636 -5.22189 -0.041 -0.007 -0.017 0.0000
H -3.74940 4.85070 -2.29700 -0.031 0.002 0.007 0.0002
H -4.45329 7.07413 -1.44702 -0.045 0.008 0.015 0.0000
H -2.75596 8.67446 -0.63912 -0.004 0.032 -0.003 0.0001
H -0.35760 8.07592 -0.72174 0.027 0.031 0.023 0.0000
H 0.33555 5.87343 -1.55957 0.035 -0.028 -0.005 -0.0001
C -1.84888 4.14480 3.57403 -0.027 0.069 -0.035 0.0001
C -3.20571 3.44958 3.33013 0.017 0.033 -0.039 0.0001
C -2.99316 2.71709 2.00277 -0.062 -0.088 0.009 0.0001
O -1.59251 2.51020 1.90785 -0.101 -0.292 0.198 0.0013
C -1.01086 3.72798 2.36348 0.148 0.034 -0.041 0.0002
H -1.39594 3.79657 4.50092 0.021 -0.007 0.002 0.0000
H -1.94420 5.22800 3.63343 0.010 -0.005 0.023 0.0000
H -4.03366 4.15260 3.27151 -0.031 0.028 0.009 0.0000
H -3.42546 2.74212 4.12863 -0.011 -0.022 0.005 0.0000
H -3.32733 3.32399 1.14976 -0.041 0.005 -0.001 0.0001
H -3.48331 1.74219 1.96238 0.026 0.065 -0.009 0.0001
H -1.06455 4.47043 1.55629 0.003 -0.003 0.063 0.0001
H 0.03602 3.52969 2.59467 -0.060 0.030 -0.010 0.0000
C -2.50443 -3.29670 -3.98512 0.045 -0.055 -0.097 0.0002
S -2.68692 -2.53091 -2.36420 -0.087 -0.019 0.053 0.0007
C -3.44684 -3.91554 -1.48228 -0.002 -0.041 0.079 0.0001
H -1.91176 -4.20840 -3.92325 0.025 -0.007 0.017 0.0000
H -1.99170 -2.59148 -4.63690 0.005 0.009 0.004 0.0000
H -3.47712 -3.52539 -4.41710 -0.022 0.006 0.025 0.0000
H -4.11601 -3.52254 -0.71845 0.050 0.027 0.008 0.0000
H -2.70036 -4.55215 -1.00826 0.005 0.015 -0.048 0.0001
H -4.03829 -4.50913 -2.17542 -0.052 0.011 -0.031 0.0000

---

4.
25
Properties=species:S:1:pos:R:3:forces:R:3:lowdin_charge:R:1 method="wB97M-V/def2-TZVPD" spin_multiplicity=1 e_homo_ev="-7.20 / -6.30" orbital_gap_ev="7.95 / 7.09" e_tot_ha=-389.4277 total_charge=0 e_above_lowest_kj_mol=591.0
C 0.98745 1.38572 -0.22060 0.801 1.064 -0.228 -0.4746
C -0.25092 -0.62997 0.82628 -0.451 -0.072 -0.657 -0.2220
C 0.03548 2.51616 -0.44965 0.039 0.008 0.038 -0.0653
C 1.81047 0.90282 -1.36486 0.011 0.011 0.018 -0.0564
C -2.15888 -2.34410 1.12767 -0.774 -0.864 0.420 0.0104
C 0.93518 -1.51612 1.05514 -0.053 0.041 -0.013 -0.0757
C -0.90746 -0.53072 -0.31064 0.427 -0.244 0.710 -0.1647
C -1.54129 -0.46933 -1.44023 -0.085 -0.015 -0.081 0.0297
O 1.79182 1.54087 0.90840 -0.118 -0.045 0.052 -0.0227
H 1.28784 1.98281 1.60151 0.020 -0.008 -0.075 0.0972
H -0.59115 -0.02442 1.65915 -0.013 0.043 0.008 0.1262
H -0.59652 2.33502 -1.31773 0.002 -0.009 0.004 0.0674
H 0.58026 3.46123 -0.62047 -0.051 -0.107 0.014 0.0884
H -0.62544 2.67086 0.40998 0.003 -0.027 -0.008 0.0809
H 1.18586 0.67193 -2.22733 -0.001 -0.011 0.001 0.0723
H 2.37169 0.00696 -1.09384 -0.016 -0.007 -0.006 0.0766
H 2.54528 1.66731 -1.67101 -0.087 -0.075 0.028 0.0890
H 0.73871 -2.18237 1.89655 0.044 -0.018 0.006 0.0742
H -3.12399 -1.89584 0.92145 0.126 0.125 -0.061 -0.0026
H -1.91204 -2.44527 2.17884 0.103 0.116 -0.062 -0.0046
H -1.88477 -3.18751 0.50418 0.118 0.140 -0.060 0.0040
H 1.80377 -0.89993 1.29655 -0.007 -0.068 -0.005 0.0695
H 1.15294 -2.12036 0.17613 -0.005 0.014 -0.001 0.0871
H -1.25756 0.23608 -2.21187 -0.006 -0.001 -0.015 0.0533
H -2.37672 -1.13184 -1.63358 -0.026 0.007 -0.029 0.0624